No. 1
{"formula": "C3H5I2N2", "method": "ωB97M-V/def2-TZVPD", "homo_energy_ev": -13.342, "largest_force_ev_per_a": 2.751, "total_charge": 1, "symbols": ["C", "C", "C", "N", "N", "I", "I", "H", "H", "H", "H", "H"], "xyz": [[-0.07387, 0.89965, 0.41296], [-1.19468, -1.23758, 0.61443], [1.03312, 1.41160, -0.42480], [-0.59654, -0.23613, 0.24634], [-1.82280, -2.21530, 0.54009], [-1.28602, 2.37131, 1.46441], [0.22061, -0.60366, 3.72748], [1.76144, 0.63602, -0.81237], [0.47269, 1.90478, -1.25694], [1.47266, 2.26242, 0.08225], [-2.63143, -2.91697, 0.62196], [1.11171, 0.45786, 2.66843]]}

No. 2
{"formula": "C30H31Cl2HfN5S2Si2", "method": "ωB97M-V/def2-TZVPD", "homo_energy_ev": -12.537, "largest_force_ev_per_a": 4.675, "total_charge": 2, "symbols": ["Hf", "Cl", "C", "C", "C", "C", "C", "Cl", "C", "S", "H", "H", "H", "S", "N", "C", "C", "C", "C", "C", "N", "C", "C", "N", "C", "C", "C", "C", "C", "N", "H", "H", "H", "H", "H", "H", "C", "Si", "C", "C", "C", "C", "C", "C", "C", "C", "N", "Si", "C", "C", "C", "H", "H", "H", "H", "H", "H", "H", "H", "H", "H", "H", "H", "H", "H", "H", "H", "H", "H", "H", "H", "H", "H"], "xyz": [[0.21224, -0.73564, 0.74049], [0.04271, -2.24373, 2.72596], [0.93555, -1.12692, 3.79971], [0.37376, -1.01249, 5.10680], [1.06512, -0.26577, 6.01387], [2.23005, 0.49022, 5.60123], [2.78701, 0.26985, 4.30416], [4.44066, 0.70986, 4.01289], [2.04875, -0.48724, 3.33929], [2.55297, -0.55335, 1.59691], [-0.53091, -1.49845, 5.32511], [0.74174, -0.11283, 7.04645], [2.70277, 1.17010, 6.29404], [-2.93125, -7.12516, -1.00885], [-3.70657, -5.69396, -0.82162], [-2.77307, -4.76053, -0.87339], [-3.00848, -3.36687, -0.61169], [-4.28965, -2.81028, -0.30721], [-4.25423, -1.50028, 0.14686], [-3.10619, -0.78958, 0.24294], [-1.85600, -1.26275, -0.11226], [-1.83428, -2.62483, -0.49802], [-0.54704, -3.16665, -0.72493], [0.49203, -2.18402, -0.75314], [1.73401, -2.71190, -0.99670], [2.03725, -4.07541, -1.13406], [1.03445, -5.03582, -1.06724], [-0.24064, -4.52103, -0.93786], [-1.42613, -5.29481, -1.02577], [-1.40723, -6.62607, -1.03186], [-5.22495, -3.35587, -0.37604], [-5.24475, -0.97931, 0.41717], [-3.15105, 0.19818, 0.64074], [2.55926, -2.00964, -0.96856], [3.07493, -4.41856, -1.15591], [1.18288, -6.11502, -1.17585], [3.37506, 2.12522, -1.56368], [1.94048, 2.77586, -0.61354], [1.68912, 4.69906, -0.91677], [2.29165, 2.91262, 1.21849], [0.41261, 1.67567, -1.03958], [-0.65921, 1.95905, -0.05585], [-1.61112, 3.01015, -0.25233], [-2.47519, 3.35991, 0.80573], [-2.27501, 2.81999, 2.05207], [-1.39044, 1.75839, 2.18186], [-0.76078, 1.22859, 1.12076], [0.06443, 1.28221, -2.87707], [0.25720, 2.81739, -4.03160], [-1.69286, 0.76080, -3.03734], [1.26756, 0.05349, -3.63498], [3.06501, 1.09279, -1.85143], [4.19188, 2.09275, -0.84279], [3.77941, 2.72195, -2.40626], [1.64153, 4.90553, -2.00503], [2.48698, 5.21382, -0.42534], [0.67365, 4.93488, -0.53721], [1.77834, 2.10840, 1.82668], [1.83822, 3.85462, 1.59839], [3.36001, 2.86003, 1.38308], [-1.71912, 3.51639, -1.19725], [-3.21407, 4.17345, 0.65981], [-2.86162, 3.12667, 2.92443], [-1.20177, 1.27432, 3.19264], [-0.63412, 3.37054, -3.82406], [0.28680, 2.42364, -5.02700], [1.13645, 3.43986, -3.82910], [-1.91341, -0.00858, -2.28406], [-1.90099, 0.31565, -4.01135], [-2.39401, 1.58483, -2.94758], [1.19176, -0.95470, -3.18881], [2.29748, 0.37045, -3.62852], [0.96238, -0.02909, -4.70911]]}

Taking the records one at a time from the top gives E_LUMO values of -5.9 -7.7 eV.
Taking the records one at a time from the top gives energy relative to the best compared isomer or geometry (same formula, charge and spin) values of 50.2 59.0 kcal per mole.